Below is a structure of composition C32H29Cl2IInNO3PSeSi, with properties calculated with ωB97M-V/def2-TZVPD.

```
72
Properties=species:S:1:pos:R:3:lowdin_charge:R:1
I 0.14 0.73 -4.41 0.7356
In 0.56 0.63 -0.66 0.4359
Se 1.45 2.71 0.53 0.3797
Cl 6.08 -1.91 3.46 0.6561
Cl 0.74 -2.38 3.42 0.7244
P -1.81 -0.76 0.00 1.0927
Si 2.41 3.89 -1.22 0.2110
O -2.10 2.58 -2.42 0.0087
O -1.61 1.48 -0.55 -0.2314
O 0.92 -0.93 0.88 -0.2108
N 3.18 -0.18 -0.42 0.0880
C -5.27 -0.20 -3.00 -0.0833
C -3.35 0.64 -1.84 -0.1269
C -2.55 -0.09 1.53 -0.3308
C 2.18 -1.80 2.66 -0.5778
C 3.28 -0.74 0.80 -0.1525
C 3.40 -2.02 3.28 -0.1362
C 4.56 -1.60 2.68 -0.6228
C 2.05 -1.14 1.43 -0.3927
C -1.48 -5.24 1.12 -0.1026
C -1.89 -2.56 0.44 -0.3374
C 5.56 0.01 -0.51 -0.0456
C -4.38 0.83 -2.75 -0.0134
C -1.22 -3.42 -0.42 -0.1006
C -4.45 0.38 2.93 -0.0920
C -3.60 0.82 3.93 -0.1001
C -2.16 -4.40 1.98 -0.1023
C 4.06 4.55 -0.50 -0.2400
C 5.69 -0.54 0.73 -0.0287
C -2.29 1.68 -1.62 -0.6530
C -3.19 -0.59 -1.18 -0.2668
C -2.23 0.81 3.73 -0.0751
C 0.45 -0.44 -2.64 -0.7457
C -1.70 0.36 2.54 -0.0809
C -5.12 -1.42 -2.36 -0.0883
C -4.08 -1.62 -1.47 -0.0813
C 2.77 2.85 -2.78 -0.2389
C -2.35 -3.07 1.65 -0.0929
C -3.92 -0.07 1.73 -0.0819
C 4.54 -0.96 1.43 -0.1747
C 4.27 0.16 -1.05 -0.1256
C -1.01 -4.75 -0.09 -0.0887
C 1.38 5.41 -1.77 -0.2161
H -0.47 -5.40 -0.76 0.0979
H 3.42 -2.53 4.23 0.1001
H -4.45 1.79 -3.24 0.1172
H -2.88 -2.42 2.34 0.0979
H 0.46 5.09 -2.26 0.0244
H -1.31 -6.27 1.40 0.0943
H 2.33 3.30 -3.66 0.0143
H 1.95 6.01 -2.47 0.0188
H 4.16 0.56 -2.05 0.0970
H 6.42 0.34 -1.08 0.1008
H 1.10 6.03 -0.92 0.0182
H -4.58 -0.41 0.94 0.1046
H 1.34 -1.04 -2.81 -0.0487
H -5.52 0.36 3.08 0.0973
H 4.59 5.18 -1.21 0.0154
H 3.86 5.14 0.39 0.0140
H 2.34 1.85 -2.67 -0.0653
H -3.95 -2.58 -0.99 0.0993
H -1.57 1.16 4.52 0.1022
H -6.08 -0.05 -3.70 0.0961
H -0.63 0.35 2.37 0.0867
H -5.83 -2.22 -2.55 0.0966
H 3.84 2.74 -2.96 0.0212
H 4.72 3.73 -0.21 0.0107
H -4.01 1.16 4.87 0.0934
H 6.66 -0.68 1.19 0.0827
H -2.53 -4.77 2.93 0.0987
H -0.83 -3.04 -1.36 0.0978
H -0.42 -1.09 -2.56 -0.0782
```

As for the charge: -1. The highest occupied orbital energy is -5.132 eV. As for the electronic energy: -162125.88728 eV. The energy above the lowest of the compared OMol25 structures with the same formula, charge and spin comes out at 0.298 eV. The spin multiplicity is 1. As for the frontier orbital gap: 7.5 eV.